*1*
Density functional theory data (ωB97M-V with the def2-TZVPD basis set) for 2 unconnected molecules or ions with the total composition C7H9N.

The geometry in ORCA input format:
```
! wB97M-V def2-TZVPD RIJCOSX def2/J DEFGRID3
* xyz 0 1
H 1.40 1.73 -0.07
H -1.99 0.02 -1.69
H -3.62 1.78 -1.22
C -0.20 -1.12 -0.21
C -2.51 1.92 -1.20
C 0.38 -1.77 0.84
H -0.03 -2.75 1.26
H -2.37 2.85 -0.89
C 1.44 -1.23 1.55
C 1.81 0.05 1.20
H 1.86 -1.69 2.44
N 0.12 0.13 -0.52
C -1.58 1.05 -1.56
C 1.12 0.66 0.09
H 2.68 0.51 1.69
H -1.08 -1.69 -0.65
H -0.51 1.07 -1.56
*
```

SMILES = c1ccncc1.C=C
Gap between HOMO and LUMO = 9.03 eV
Highest occupied orbital energy = -8.2 eV

Löwdin population analysis, charges in e, atoms 1 to 8: 0.1266, 0.0613, 0.0550, -0.1340, -0.0741, -0.0919, 0.1282, -0.0233

=====

*2*
Density functional theory data (ωB97M-V with the def2-TZVPD basis set) for a single C7H9N molecule.

The geometry in ORCA input format:
```
! wB97M-V def2-TZVPD RIJCOSX def2/J DEFGRID3
* xyz 0 1
H 0.23 -1.14 -1.69
H 2.29 -1.05 0.22
C 0.02 1.38 -0.63
H 0.29 -2.45 -0.48
C -0.68 -0.06 1.24
H 2.16 1.29 0.18
N 0.76 0.04 1.36
H -1.27 -0.16 2.18
C 0.19 -1.35 -0.64
H -2.18 1.25 0.16
H -0.03 2.46 -0.55
C -1.11 -0.83 -0.06
C 1.28 -0.63 0.16
C -1.19 0.73 0.07
C 1.20 0.81 0.13
H 0.01 1.13 -1.70
H -1.98 -1.44 0.04
*
```

SMILES = C1[C@H]2[C@H]3C[C@H]4[C@@H]1N4[C@H]32
Gap between HOMO and LUMO = 10.27 eV
Highest occupied orbital energy = -9.2 eV

Löwdin population analysis, charges in e, atoms 1 to 8: 0.0984, 0.1415, -0.0904, 0.1246, -0.2197, 0.1314, 0.0515, 0.1462

=====

*3*
Density functional theory data (ωB97M-V with the def2-TZVPD basis set) for 2 unconnected molecules or ions with the total composition C7H9N.

The geometry in ORCA input format:
```
! wB97M-V def2-TZVPD RIJCOSX def2/J DEFGRID3
* xyz 0 1
H -0.69 1.48 -2.34
N -0.01 -0.61 1.83
H -2.49 1.97 -2.80
C -1.63 2.02 -2.17
C -0.69 -1.08 0.84
H -0.72 3.32 -0.67
H -1.81 -1.01 1.03
C 1.93 -0.87 0.61
C 1.24 -0.40 1.63
C -0.11 -1.44 -0.34
H -0.67 -1.92 -1.17
H 1.77 -1.68 -1.37
H 3.11 -1.01 0.56
C 1.24 -1.40 -0.45
H -2.39 3.76 -1.37
H 1.57 -0.14 2.65
C -1.58 3.07 -1.34
*
```

SMILES = c1ccncc1.C=C
Gap between HOMO and LUMO = 10.53 eV
Highest occupied orbital energy = -9.6 eV

Löwdin population analysis, charges in e, atoms 1 to 8: 0.0446, 0.0477, 0.0313, -0.0789, -0.1695, 0.0639, 0.1310, -0.0988

=====

Most stable: *2*. Least stable: *1*.

=====

*1*
Density functional theory data (ωB97M-V with the def2-TZVPD basis set) for a single C3H7NS2 molecule.

The geometry in ORCA input format:
```
! wB97M-V def2-TZVPD RIJCOSX def2/J DEFGRID3
* xyz 0 1
H -1.50 -0.47 -1.18
S 0.90 0.19 -1.21
S -0.39 2.59 0.25
H -0.10 1.10 2.10
C -0.82 0.08 -1.80
H 0.06 -1.89 0.76
H 1.77 -1.55 0.91
H 0.65 -1.02 2.18
C 0.75 -1.15 1.13
C 0.07 1.21 1.06
N 0.64 0.16 0.49
H -1.23 1.10 -1.90
H -0.82 -0.34 -2.80
*
```

SMILES = CSN(C)C=S
Gap between HOMO and LUMO = 8.81 eV
Highest occupied orbital energy = -8.2 eV

Löwdin population analysis, charges in e, atoms 1 to 8: 0.0385, 0.8520, 0.5887, 0.0545, -0.4037, 0.0751, 0.0922, 0.0766

=====

*2*
Density functional theory data (ωB97M-V with the def2-TZVPD basis set) for a molecular structure, C3H7NS2.

The geometry in ORCA input format:
```
! wB97M-V def2-TZVPD RIJCOSX def2/J DEFGRID3
* xyz 0 1
H 1.16 1.96 1.00
H -0.53 1.59 1.41
H -2.75 0.42 -0.65
C 0.48 -0.06 0.17
C -2.26 -0.31 0.30
H -2.07 0.39 1.30
S -0.89 -1.18 -0.26
H -3.02 -1.39 0.75
H -1.27 1.56 -0.78
N -0.29 2.21 -0.54
C 0.21 1.43 0.58
H 0.27 2.20 -1.44
S 2.12 -0.60 0.00
*
```

Gap between HOMO and LUMO = 8.15 eV
Highest occupied orbital energy = -8.6 eV

Löwdin population analysis, charges in e, atoms 1 to 8: 0.1270, 0.0916, 0.0989, -0.9854, -0.5765, 0.0824, 0.7610, 0.1440

=====

*3*
Density functional theory data (ωB97M-V with the def2-TZVPD basis set) for a single C3H7NS2 molecule.

The geometry in ORCA input format:
```
! wB97M-V def2-TZVPD RIJCOSX def2/J DEFGRID3
* xyz 0 1
S 2.35 -0.58 -0.01
S -2.19 -0.74 -0.18
N -0.55 2.09 -0.21
C 0.04 0.93 0.56
H -2.49 -1.89 0.46
H -0.10 3.03 -0.01
H 0.50 1.18 1.48
H 0.42 0.19 -1.46
H -1.55 2.20 0.00
H 2.93 0.25 -0.84
C -0.48 -0.45 0.47
C 0.73 -0.02 -0.41
H -0.16 -1.10 1.27
*
```

SMILES = NC1[C@@H](S)[C@@H]1S
Gap between HOMO and LUMO = 9.39 eV
Highest occupied orbital energy = -8.6 eV

Löwdin population analysis, charges in e, atoms 1 to 8: 0.7573, 0.7191, 0.0160, -0.4126, -0.1550, 0.0936, 0.1158, 0.1157

=====

Most stable: *1*. Least stable: *2*.

=====

*1*
Density functional theory data (ωB97M-V with the def2-TZVPD basis set) for a single C7H8O molecule.

The geometry in ORCA input format:
```
! wB97M-V def2-TZVPD RIJCOSX def2/J DEFGRID3
* xyz 0 1
C -1.51 1.38 1.20
O 2.02 -1.01 0.60
H 2.27 1.52 -0.10
H -0.35 -1.70 -2.73
H 2.17 0.72 -1.68
H -1.98 -1.54 0.87
C -0.37 -1.47 -1.69
C -0.96 -1.12 0.87
H -2.47 1.44 0.67
H -0.31 -1.79 1.45
C -0.83 0.26 1.25
C 1.62 0.94 -0.76
C 1.28 -0.35 -0.07
H 0.73 1.51 -1.00
H -1.17 2.30 1.65
C -0.12 -1.08 -0.54
*
```

Gap between HOMO and LUMO (spin up / spin down) = 7.33 / 8.42 eV
Highest occupied orbital energy (spin up / spin down) = -7.7 / -8.6 eV

Löwdin population analysis, charges in e, atoms 1 to 8: -0.0088, 0.0968, 0.0877, 0.0387, 0.0925, 0.1193, 0.1823, -0.1318

=====

*2*
Density functional theory data (ωB97M-V with the def2-TZVPD basis set) for a single C7H8O molecule.

The geometry in ORCA input format:
```
! wB97M-V def2-TZVPD RIJCOSX def2/J DEFGRID3
* xyz 0 1
H -1.84 -0.82 0.66
C 0.06 -1.27 1.50
H -0.44 -1.96 2.27
C 1.16 0.29 -0.55
H -2.41 2.03 -1.85
H 1.51 0.99 -1.33
H -2.40 1.55 -0.15
H 3.00 0.08 0.33
C -1.79 1.78 -1.11
H 2.08 -1.35 2.17
C -0.77 -0.77 0.59
C -0.21 0.07 -0.48
H -1.08 2.43 -0.86
C 1.93 -0.30 0.40
O -1.11 0.59 -1.45
C 1.35 -1.08 1.37
*
```

SMILES = COc1ccccc1
Gap between HOMO and LUMO = 9.91 eV
Highest occupied orbital energy = -8.9 eV

Löwdin population analysis, charges in e, atoms 1 to 8: 0.1099, -0.1533, 0.1466, -0.0381, 0.0521, 0.1254, 0.1244, 0.1319

=====

*3*
Density functional theory data (ωB97M-V with the def2-TZVPD basis set) for a single C7H8O molecule.

The geometry in ORCA input format:
```
! wB97M-V def2-TZVPD RIJCOSX def2/J DEFGRID3
* xyz 0 1
H 1.45 1.85 -0.60
H 2.53 -0.10 1.02
C 1.47 0.01 0.87
H -1.14 2.73 -0.07
C -0.38 0.77 -0.26
O 1.47 -0.21 -1.28
C -0.48 -0.74 -0.26
C 1.00 -0.98 -0.15
C -1.37 1.65 -0.20
C 1.09 0.87 -0.35
H 1.37 -2.00 -0.09
H 0.97 0.24 1.81
H -2.60 -1.20 -0.20
H -2.36 1.26 -0.09
H -1.45 -2.59 0.01
C -1.56 -1.56 -0.17
*
```

Gap between HOMO and LUMO = 9.85 eV
Highest occupied orbital energy = -9.0 eV

Löwdin population analysis, charges in e, atoms 1 to 8: 0.1469, 0.1161, -0.0188, 0.0810, -0.2411, -0.0008, -0.1783, -0.2964

=====

Most stable: *2*. Least stable: *1*.

=====

*1*
Density functional theory data (ωB97M-V with the def2-TZVPD basis set) for a single C6H8N2O3 molecule.

The geometry in ORCA input format:
```
! wB97M-V def2-TZVPD RIJCOSX def2/J DEFGRID3
* xyz 0 1
N 1.82 -1.97 -0.01
H -1.34 0.19 -2.05
C 1.20 -0.92 -0.57
H -2.95 0.66 -0.01
C -1.94 0.94 -0.05
H 1.74 -0.16 -1.15
O 0.01 1.36 -1.25
O 1.85 2.35 -0.32
H 1.37 -2.83 0.01
C -0.91 0.37 -1.01
H 1.33 3.00 1.34
N 0.60 2.10 -0.31
H 2.76 -2.03 -0.23
O 0.50 2.93 1.79
C -0.16 2.36 0.75
C -1.48 1.83 0.85
C -0.18 -0.81 -0.48
H -0.82 -1.60 -0.02
H -2.11 2.30 1.54
*
```

SMILES = N/C=C/[C@H]1C=CC(O)=[N+]([O-])O1
Gap between HOMO and LUMO (spin up / spin down) = 8.21 / 8.21 eV
Highest occupied orbital energy (spin up / spin down) = -8.0 / -8.0 eV

Löwdin population analysis, charges in e, atoms 1 to 8: 0.0703, 0.1777, -0.1688, 0.0928, 0.0315, 0.1291, -0.0136, -0.0346

=====

*2*
Density functional theory data (ωB97M-V with the def2-TZVPD basis set) for a single C6H8N2O3 molecule.

The geometry in ORCA input format:
```
! wB97M-V def2-TZVPD RIJCOSX def2/J DEFGRID3
* xyz 0 1
H 0.88 -1.15 -1.20
H -2.25 -1.76 1.54
H -0.01 2.65 -1.16
H -0.97 -0.83 2.01
C -1.54 1.33 -0.18
C 1.88 -1.27 -0.86
H -2.33 2.01 0.17
N 0.91 1.25 -0.33
H 2.57 -0.87 -1.66
O -2.26 -0.43 -1.87
C -1.98 -0.68 1.61
C -1.94 0.10 -0.87
H 2.18 -2.37 -1.08
C -0.18 1.85 -0.54
N -1.56 0.00 0.36
C 1.79 0.56 0.50
O 2.14 1.61 -0.69
O 2.08 -0.65 0.41
H -2.60 -0.05 2.26
*
```

Gap between HOMO and LUMO (spin up / spin down) = 8.22 / 8.22 eV
Highest occupied orbital energy (spin up / spin down) = -7.8 / -7.8 eV

Löwdin population analysis, charges in e, atoms 1 to 8: 0.0628, 0.1041, 0.1153, 0.0762, -0.0865, -0.0696, 0.1552, -0.1434

=====

*3*
Density functional theory data (ωB97M-V with the def2-TZVPD basis set) for a single C6H8N2O3 molecule.

The geometry in ORCA input format:
```
! wB97M-V def2-TZVPD RIJCOSX def2/J DEFGRID3
* xyz 0 1
H -1.40 1.17 -1.85
H 0.91 -2.15 1.66
C -0.02 1.12 1.33
H 3.03 -0.34 -0.43
O 0.56 -1.27 -1.30
H -0.02 -2.88 -0.29
H -3.28 1.30 -1.93
C 1.85 -0.28 1.14
O -2.99 2.35 0.46
H 1.71 0.22 -0.78
H -2.38 -0.19 -1.48
H 2.61 -0.53 1.76
O 1.12 0.72 1.83
N 2.45 0.30 -0.07
C -2.35 1.00 -1.34
C -1.01 1.26 0.63
C 0.51 -1.89 -0.26
N 0.91 -1.48 0.94
C -2.21 1.57 -0.03
*
```

SMILES = CC(=O)C#CO[C@H](N)NC=O
Gap between HOMO and LUMO = 10.06 eV
Highest occupied orbital energy = -9.7 eV

Löwdin population analysis, charges in e, atoms 1 to 8: 0.0857, 0.1145, -0.0594, 0.0295, 0.0075, 0.1448, 0.1108, -0.2820

=====

Most stable: *3*. Least stable: *2*.

=====

*1*
Density functional theory data (ωB97M-V with the def2-TZVPD basis set) for a single C5H6N2S molecule.

The geometry in ORCA input format:
```
! wB97M-V def2-TZVPD RIJCOSX def2/J DEFGRID3
* xyz 0 1
C 0.45 1.11 0.21
H -0.14 -1.58 0.87
H 0.36 2.24 0.25
H 0.76 -2.27 3.28
N -1.43 2.63 -1.98
C 0.86 0.28 1.24
H 1.92 -2.52 1.64
C -0.37 0.52 -0.79
C -1.00 1.67 -1.46
N 0.61 -1.04 1.54
H 1.61 0.78 2.00
H 2.45 -1.16 2.83
C 1.45 -1.76 2.45
S -0.60 -1.09 -1.11
*
```

SMILES = CN/C=C\C(=S)C#N
Gap between HOMO and LUMO = 7.52 eV
Highest occupied orbital energy = -8.7 eV

Löwdin population analysis, charges in e, atoms 1 to 8: -0.1620, 0.0676, 0.1349, 0.1163, 0.1606, -0.1311, 0.1182, -0.7525

=====

*2*
Density functional theory data (ωB97M-V with the def2-TZVPD basis set) for 2 unconnected molecules or ions with the total composition C5H6N2S.

The geometry in ORCA input format:
```
! wB97M-V def2-TZVPD RIJCOSX def2/J DEFGRID3
* xyz 0 1
C -1.05 -0.23 0.78
H -3.21 0.10 0.54
C -2.22 0.23 0.34
H 1.32 -0.47 1.41
H 2.13 0.88 0.63
C 1.94 -1.92 -2.49
N 0.83 -1.65 -2.35
N 1.44 0.13 0.62
H -1.14 -1.10 1.52
H -0.20 -1.52 -2.39
H 0.60 1.89 -1.19
C -0.21 1.34 -0.66
C 0.13 0.41 0.25
S -1.89 1.51 -0.78
*
```

Gap between HOMO and LUMO = 8.84 eV
Highest occupied orbital energy = -8.1 eV

Löwdin population analysis, charges in e, atoms 1 to 8: -0.1707, 0.0311, -0.4032, 0.0761, 0.1073, -0.1122, 0.0257, 0.0918

=====

Most stable: *2*. Least stable: *1*.

=====

*1*
Density functional theory data (ωB97M-V with the def2-TZVPD basis set) for a single C5H6N2S molecule.

The geometry in ORCA input format:
```
! wB97M-V def2-TZVPD RIJCOSX def2/J DEFGRID3
* xyz 0 1
N 0.20 0.51 -0.93
H -1.07 1.65 0.12
C 0.43 1.49 -1.93
C 0.20 -1.38 1.27
C -0.61 0.67 0.09
H 0.29 0.90 -2.94
H -1.54 -0.20 1.90
N -0.25 -2.81 3.37
H -0.23 2.39 -1.84
C -0.07 -2.10 2.47
S 1.28 -2.10 0.26
H 0.61 -0.53 -0.98
C -0.71 -0.30 1.12
H 1.47 1.82 -1.97
*
```

SMILES = CN/C=C\C(=S)C#N
Gap between HOMO and LUMO = 7.67 eV
Highest occupied orbital energy = -8.6 eV

Löwdin population analysis, charges in e, atoms 1 to 8: -0.0827, 0.1278, -0.0899, -0.8001, -0.1063, 0.1290, 0.1304, 0.1663

=====

*2*
Density functional theory data (ωB97M-V with the def2-TZVPD basis set) for a single C5H6N2S molecule.

The geometry in ORCA input format:
```
! wB97M-V def2-TZVPD RIJCOSX def2/J DEFGRID3
* xyz 0 1
C -0.93 0.01 -0.04
C 1.79 -0.01 0.02
S -2.74 0.00 -0.02
C -0.21 -1.17 -0.13
H -2.89 -0.46 1.24
H -0.73 2.13 -0.01
H 3.53 -1.04 0.27
C 1.15 1.19 -0.11
C -0.23 1.23 0.04
H -0.75 -2.13 -0.17
N 3.16 -0.11 0.03
N 1.10 -1.16 -0.02
H 3.66 0.73 0.37
H 1.65 2.13 -0.11
*
```

SMILES = Nc1ccc(S)cn1
Gap between HOMO and LUMO = 9.36 eV
Highest occupied orbital energy = -8.5 eV

Löwdin population analysis, charges in e, atoms 1 to 8: -0.6017, -0.4083, 0.7300, -0.1844, -0.1371, 0.0806, 0.1006, -0.0333

=====

Most stable: *2*. Least stable: *1*.